The following is a DFT calculation (ωB97M-V with the def2-TZVPD basis set) of a cluster of 13 separate species, C50H65Cl8F5O12 in total at a distorted geometry.

- HOMO energy: -9.1 eV
- Molecular weight: 1236.7 g mol⁻¹
- E_tot: -191239.6162 eV
- Kohn-Sham gap: 9.5554 eV
- Max |F|: 5.63 eV/Å

Last column: Mulliken charge in e.
Geometry (Å):
1 C 0.1443 -2.5440 -6.8968  0.544
2 H -2.0262 -8.2055 3.0988  0.369
3 C 0.3397 0.3930 -1.2331  -0.465
4 C 2.2483 3.7355 -2.4238  -0.122
5 C -8.8129 0.2889 -0.8886  -0.501
6 H -9.8363 -0.0181 -1.0460  0.355
7 Cl -4.4514 -4.0346 3.3603  -0.192
8 H -5.1713 1.5160 -0.8034  0.033
9 C 0.9274 5.7607 -2.5424  -0.371
10 H -0.2170 -3.6800 -1.3149  0.211
11 H 4.7620 -0.9769 0.0459  -0.380
12 H 2.4090 -3.1781 -4.4580  0.381
13 H -5.9559 -0.1127 -2.5275  0.335
14 C 6.8587 -1.0396 3.1960  0.538
15 H 1.0118 0.5152 -2.0696  0.509
16 H 1.6936 2.4510 -0.7376  0.722
17 H 2.7805 -0.6838 4.2962  -0.113
18 C 4.5511 2.2894 0.4088  -0.157
19 C -8.4372 1.2932 0.0429  -0.416
20 C -1.7823 4.5858 -6.3377  -1.321
21 C 0.5366 2.6082 -5.3022  0.545
22 C 2.1001 2.6553 2.4525  0.534
23 O 7.9356 -0.3684 2.7355  -0.302
24 H 1.9351 0.3066 -4.6689  0.002
25 H 3.9411 1.3922 0.3034  -0.530
26 F -0.1055 -2.7910 -8.2292  -0.342
27 H -3.1817 3.4607 -1.3017  -0.136
28 H -3.9056 -1.6581 2.9662  -0.165
29 H -1.5914 -1.3384 -6.5977  0.382
30 H -1.9079 -7.8959 4.7110  0.415
31 H 4.1562 2.8735 -0.4224  0.188
32 C -1.4373 -6.2171 3.4313  0.745
33 C -0.7862 -3.7941 6.3210  -0.697
34 C -1.0291 -4.6889 1.5836  0.570
35 H 1.1424 -4.7525 6.2539  0.465
36 C -4.2193 -2.5387 2.4056  0.939
37 C -1.1750 -1.8862 4.9292  -0.480
38 C -6.6097 0.3123 -1.7803  -0.375
39 C -7.8647 -0.2263 -1.7807  -0.578
40 F -2.1676 -0.5896 1.9037  -0.118
41 C 4.4148 -1.0367 2.9945  0.623
42 H 4.2348 -0.8269 5.2237  0.456
43 H 4.7030 2.3364 2.5858  0.148
44 H 2.0037 -3.6113 -7.0111  0.443
45 C 1.8294 0.5780 -5.7193  -0.333
46 H -0.4966 6.1273 -0.9972  0.468
47 C -0.5632 -3.5018 -0.2969  0.041
48 H 0.8218 -2.0320 -3.1757  0.747
49 H -0.7737 -5.6952 4.1207  -0.078
50 Cl 3.0364 -2.5127 -0.4555  -0.092
51 C -6.2265 1.3026 -0.8894  0.584
52 H 9.2915 -1.8325 3.0146  0.299
53 H 0.6214 -1.2155 3.9020  -0.204
54 H -1.8860 3.3040 -2.4172  -0.588
55 O -0.5715 -4.7098 0.4049  -0.363
56 H 5.6045 2.0690 0.2357  0.517
57 C 0.2025 -1.9388 4.5859  0.698
58 H -2.2010 3.5984 -6.1432  0.267
59 H -4.3556 0.9215 3.0801  -0.025
60 H 2.5787 5.1868 -3.8873  0.419
61 H -1.8591 -1.1571 4.5207  0.355
62 H 2.7580 0.2838 -6.2084  0.326
63 H -0.1510 2.1701 3.8387  0.376
64 C 0.4593 4.1786 -0.8145  -0.918
65 C -0.5305 4.8110 -5.4926  0.650
66 H 0.4663 -0.5126 2.0130  -1.061
67 F -6.8254 2.6810 1.0190  -0.276
68 H 5.1160 3.8161 1.6947  0.367
69 H -2.9409 0.3771 -0.3956  0.718
70 Cl 4.0736 -0.2106 -2.0261  -0.051
71 H -2.6995 -2.8896 6.0724  0.435
72 H 4.3211 -2.1225 2.9776  0.496
73 Cl -5.7325 -2.2250 1.4591  -0.180
74 C -1.6617 -2.8826 5.7735  -0.392
75 O 0.4620 3.8301 -5.8216  -0.410
76 O 6.9221 -2.0187 3.9590  -0.584
77 O 1.0183 3.3506 2.6664  -0.474
78 C -0.2502 2.8289 2.9760  -0.570
79 C 1.5167 3.3613 -1.2912  0.810
80 O 1.6120 1.9833 -5.8354  -0.367
81 H -8.2042 -1.0441 -2.3991  0.415
82 H 1.0119 -0.0294 -6.1075  0.246
83 H -2.5724 5.3043 -6.1196  0.357
84 H -0.9392 3.6535 3.1592  0.340
85 C 0.6165 -2.1976 -4.2229  -0.389
86 F 3.2822 2.9680 -2.7666  -0.348
87 H 0.2200 -2.8352 0.0642  -0.267
88 H -3.4879 -2.8861 1.6760  -0.468
89 C 0.2221 5.4188 -1.3817  -0.674
90 H -1.2151 -0.9926 -4.1651  0.391
91 C -0.5629 -1.6151 -4.7597  -0.243
92 H -9.0585 1.7173 0.8178  0.422
93 H 0.6986 6.6979 -3.0279  0.417
94 H 10.0032 -0.2712 2.6234  0.240
95 C 4.4008 2.9973 1.7734  -0.294
96 O 5.7102 -0.5067 2.6972  0.050
97 H 3.8959 0.6627 4.2428  0.165
98 C 3.8392 -0.4248 4.2911  -0.666
99 H -1.1482 -4.5250 7.0290  0.352
100 C -1.3713 -7.6733 3.7887  -1.523
101 H -1.5036 4.5951 -7.3914  0.375
102 O 2.2158 1.4245 2.4837  -0.174
103 C -2.9699 3.4094 -2.3697  1.094
104 O 3.1010 3.5223 2.0757  -0.417
105 H -1.5267 -2.9948 -0.3501  0.263
106 C 4.4413 -1.4789 -0.8670  0.137
107 H 9.3657 -0.5412 4.1884  0.290
108 C -7.1545 1.8422 0.0211  0.000
109 H -0.1375 5.7845 -5.7858  0.272
110 O -1.1911 -5.9995 2.0344  -0.385
111 C -1.0165 0.5623 -1.4252  -0.075
112 Cl -3.5196 4.8396 -3.1471  -0.176
113 O -1.2756 -3.7285 2.3100  -0.245
114 H -0.4118 -8.1877 3.8426  0.328
115 C 9.1731 -0.7560 3.1373  -0.691
116 Cl -3.6668 2.8438 1.8268  -0.056
117 C 0.5524 -3.8919 5.9753  -0.415
118 H -0.7062 4.7929 -4.4170  -0.366
119 C -4.1304 1.9691 3.2799  -0.145
120 C 1.5197 -2.9147 -5.0112  -0.787
121 C 1.3249 -3.1011 -6.3437  -0.442
122 C 0.0488 -0.2861 1.0430  0.074
123 H 3.8134 -0.7476 2.1326  -0.761
124 C 1.9644 4.9966 -3.0195  -0.679
125 C -1.8717 0.2722 -0.2856  -0.847
126 C -0.7276 -1.7990 -6.1415  -0.658
127 H 1.9512 0.0402 0.1392  -0.507
128 Cl -3.6785 1.9652 -3.2157  -0.206
129 C 1.0637 -2.9271 5.1458  0.198
130 H -1.3543 0.8004 -2.4230  0.375
131 H -2.4110 -5.8461 3.7511  -0.070
132 F 2.2829 -3.0242 4.6123  -0.228
133 H -5.0670 2.4561 3.5512  0.430
134 C -1.3234 -0.1501 0.9388  0.597
135 O -0.2439 2.1506 -4.4655  -0.250
136 H 0.0042 3.9594 0.1401  0.273
137 H -0.5982 2.2171 2.1438  0.030
138 H 5.2169 -2.1477 -1.2400  0.454
139 C 0.8873 0.0664 -0.0448  0.745
140 Cl -2.9262 2.2114 4.6350  -0.170